Computed, not measured: 2 unconnected molecules or ions with the total composition C4H10, with ωB97M-V with the def2-TZVPD basis set.

ORCA input file:
```
! RIJCOSX wB97M-V def2-TZVPD def2/J DEFGRID3
* xyz 0 1
C 0.032 -2.753 2.264
C -0.182 -1.595 2.972
H -0.835 -3.234 1.838
H 1.023 -3.072 1.895
H -1.163 -1.165 3.281
H 0.814 -1.125 3.326
C -0.615 1.942 -1.612
C 0.636 1.251 -2.273
H -0.422 2.780 -0.889
H -1.018 1.190 -0.921
H -1.032 2.457 -2.507
H 0.621 0.217 -2.182
H 0.551 1.443 -3.341
H 1.589 1.663 -1.851
*
```

As for the total energy: -4308.0778 eV. The LUMO energy comes out at 0.039 Ha. As for the SMILES: C=C.CC. The calculation puts the HOMO-LUMO gap at 11.1 eV.

=====

Computed, not measured: 2 unconnected molecules or ions with the total composition C3H10O2, with ωB97M-V with the def2-TZVPD basis set.

ORCA input file:
```
! RIJCOSX wB97M-V def2-TZVPD def2/J DEFGRID3
* xyz 0 1
C -0.854 -1.260 0.351
C 0.556 -1.704 0.799
C 1.123 -0.852 1.906
O 0.509 -3.082 1.157
H -1.116 -1.839 -0.541
H -1.612 -1.489 1.114
H -0.910 -0.203 0.104
H 1.158 -1.711 -0.101
H 1.261 0.159 1.517
H 0.402 -0.757 2.703
H 2.078 -1.220 2.252
H 0.234 -3.135 2.082
O -0.936 5.657 -4.852
H -0.290 5.350 -4.187
H -1.602 6.088 -4.304
*
```

As for the total energy: -7367.9105 eV. The LUMO energy comes out at 0.036 Ha. As for the SMILES: CC(C)O.O. The calculation puts the HOMO-LUMO gap at 11.2 eV.

=====

Computed, not measured: a molecular structure, C34H86O18S14Tl, with ωB97M-V with the def2-TZVPD basis set.

ORCA input file:
```
! RIJCOSX wB97M-V def2-TZVPD def2/J DEFGRID3
* xyz 1 1
Tl 1.729 4.255 -2.557
C -1.121 0.419 -0.346
C -0.177 1.308 -1.023
C 1.295 0.866 -1.057
O 2.115 1.617 -1.517
C 1.594 -0.466 -0.633
C 0.631 -1.347 -0.095
C -0.762 -0.881 0.099
O -1.610 -1.514 0.691
O 0.969 -2.479 0.202
O -0.488 2.357 -1.497
H -2.137 0.790 -0.261
H 2.604 -0.825 -0.777
C 0.044 1.053 -6.577
S -0.150 1.483 -4.831
O 0.393 2.879 -4.671
C -1.943 1.608 -4.827
H 1.107 0.903 -6.770
H -0.312 1.877 -7.188
H -0.446 0.090 -6.739
H -2.332 2.439 -5.411
H -2.252 1.718 -3.789
H -2.336 0.664 -5.213
C 3.852 -5.193 0.782
S 4.654 -5.084 -0.858
O 4.246 -6.310 -1.609
C 3.545 -3.847 -1.562
H 2.837 -5.545 0.646
H 3.830 -4.160 1.138
H 4.531 -5.783 1.386
H 3.610 -2.896 -1.017
H 2.502 -4.154 -1.501
H 3.850 -3.632 -2.583
C -5.300 -1.047 0.126
S -6.378 -0.391 1.415
O -7.067 0.818 0.857
C -7.627 -1.703 1.390
H -4.506 -0.307 0.004
H -5.791 -1.239 -0.828
H -4.815 -1.968 0.459
H -8.452 -1.377 2.020
H -7.188 -2.643 1.718
H -8.017 -1.779 0.374
C -5.333 -1.962 4.735
S -4.954 -3.611 4.105
O -5.705 -3.800 2.817
C -3.320 -3.116 3.509
H -6.326 -1.927 5.176
H -5.236 -1.254 3.914
H -4.620 -1.716 5.523
H -3.373 -2.664 2.518
H -2.668 -3.986 3.527
H -2.878 -2.318 4.114
C 0.949 -3.223 3.622
S 0.609 -1.877 4.775
O 1.867 -1.087 4.923
C -0.441 -0.934 3.596
H 1.413 -4.052 4.153
H 1.675 -2.956 2.849
H 0.035 -3.570 3.163
H -1.256 -1.559 3.232
H 0.191 -0.568 2.788
H -0.912 -0.080 4.087
C 5.942 -1.518 0.907
S 5.440 -1.023 2.566
O 5.574 0.478 2.490
C 3.658 -1.344 2.444
H 5.771 -2.561 0.620
H 7.003 -1.301 0.825
H 5.324 -0.962 0.198
H 3.307 -1.063 3.435
H 3.573 -2.413 2.259
H 3.241 -0.719 1.660
C -3.661 3.946 -2.565
S -5.225 3.159 -2.977
O -4.886 1.770 -3.427
C -5.866 2.822 -1.329
H -3.765 4.988 -2.259
H -3.107 3.968 -3.505
H -3.104 3.373 -1.826
H -6.629 2.068 -1.531
H -6.402 3.685 -0.931
H -5.178 2.337 -0.644
C -0.731 -7.471 0.934
S -1.013 -5.967 1.896
O 0.078 -5.963 2.936
C -0.468 -4.814 0.586
H -1.395 -7.463 0.065
H -0.837 -8.386 1.503
H 0.275 -7.384 0.521
H -0.539 -3.833 1.049
H -1.121 -5.007 -0.263
H 0.572 -5.009 0.335
C -1.768 2.099 3.391
S -3.381 1.257 3.326
O -3.979 1.411 4.682
C -4.208 2.521 2.298
H -1.368 2.222 2.376
H -1.008 1.518 3.915
H -1.841 3.054 3.908
H -3.973 2.357 1.239
H -3.926 3.510 2.641
H -5.280 2.315 2.312
C 3.663 3.289 4.134
S 2.541 1.868 3.984
O 1.179 2.357 4.410
C 2.370 1.943 2.176
H 4.617 2.968 3.720
H 3.646 3.620 5.165
H 3.244 4.053 3.476
H 1.825 2.864 1.988
H 1.845 1.046 1.844
H 3.327 1.902 1.650
C -2.714 -1.549 -3.350
S -1.668 -2.434 -4.538
O -1.726 -1.587 -5.777
C -0.079 -2.076 -3.761
H -2.925 -2.257 -2.543
H -3.644 -1.157 -3.753
H -2.169 -0.680 -2.969
H 0.648 -2.821 -4.073
H -0.194 -2.094 -2.672
H 0.223 -1.066 -4.036
C 4.697 1.314 -6.224
S 4.330 1.537 -4.455
O 3.275 2.590 -4.448
C 3.485 -0.070 -4.305
H 3.721 1.214 -6.704
H 5.210 0.358 -6.341
H 5.208 2.159 -6.666
H 4.199 -0.860 -4.555
H 2.667 -0.070 -5.023
H 3.168 -0.279 -3.291
C 6.037 2.132 -1.091
S 5.590 3.885 -0.897
O 4.086 3.862 -1.008
C 5.897 3.937 0.897
H 6.867 1.782 -0.476
H 6.224 1.848 -2.126
H 5.162 1.547 -0.793
H 6.933 3.752 1.178
H 5.222 3.206 1.329
H 5.680 4.958 1.212
C -1.671 5.086 0.473
S -0.016 5.007 1.194
O 0.916 4.425 0.151
C 0.340 6.770 1.269
H -1.915 4.198 -0.099
H -1.690 5.946 -0.205
H -2.428 5.311 1.225
H 1.247 6.880 1.859
H -0.446 7.272 1.833
H 0.451 7.146 0.255
*
```

As for the total energy: -229873.9413 eV. The LUMO energy comes out at -0.290 Ha. The calculation puts the HOMO-LUMO gap at 2.8 eV.

=====

Computed, not measured: 9 unconnected molecules or ions with the total composition C39H60F24O15S6, with ωB97M-V with the def2-TZVPD basis set.

ORCA input file:
```
! RIJCOSX wB97M-V def2-TZVPD def2/J DEFGRID3
* xyz 1 2
C -3.362 -0.268 -2.607
C -3.342 -0.805 -1.160
C -4.457 -0.048 -0.374
S -5.733 0.528 -1.563
O -5.926 1.992 -1.592
O -6.967 -0.243 -1.518
C -4.795 -0.005 -3.092
H -2.882 -0.972 -3.287
H -2.854 0.692 -2.702
H -2.330 -0.914 -0.772
H -3.665 -1.842 -1.246
H -3.922 0.799 0.056
H -4.947 -0.533 0.470
H -4.953 0.730 -3.882
H -5.158 -0.980 -3.419
C 0.910 5.276 5.888
C 0.309 6.608 5.550
C 0.961 7.172 4.316
S 2.720 6.744 4.512
O 3.359 7.701 5.432
O 3.124 6.335 3.188
C 2.360 5.242 5.588
H 0.422 4.435 5.396
H 0.722 5.014 6.929
H 0.381 7.332 6.361
H -0.758 6.519 5.346
H 1.039 8.247 4.153
H 0.680 6.657 3.397
H 3.011 5.241 6.461
H 2.694 4.361 5.039
C 5.660 2.869 0.324
C 6.079 2.697 -1.152
C 4.900 2.980 -2.128
S 3.536 3.926 -1.272
O 2.339 3.050 -1.151
O 3.413 5.218 -1.926
C 4.571 3.990 0.322
H 6.516 3.177 0.925
H 5.208 1.916 0.598
H 6.421 1.699 -1.424
H 6.921 3.363 -1.339
H 4.530 1.986 -2.379
H 5.156 3.450 -3.077
H 3.826 4.050 1.115
H 4.862 5.040 0.315
C -1.773 3.482 -1.771
C -1.372 3.089 -3.299
C -0.119 3.872 -3.675
S -0.472 5.595 -3.016
O -1.327 6.318 -3.975
O 0.736 6.289 -2.488
C -1.473 4.971 -1.583
H -1.198 2.912 -1.041
H -2.833 3.403 -1.532
H -2.100 3.456 -4.023
H -1.248 2.018 -3.463
H 0.159 3.836 -4.729
H 0.638 3.496 -2.987
H -2.379 5.575 -1.531
H -0.983 5.034 -0.612
C 5.936 -3.538 -4.993
C 7.369 -3.290 -5.540
C 7.270 -2.121 -6.559
S 6.045 -1.021 -5.840
O 4.956 -0.744 -6.805
O 6.771 0.099 -5.191
C 5.367 -2.199 -4.572
H 5.890 -4.240 -4.161
H 5.283 -3.945 -5.765
H 7.940 -4.105 -5.985
H 7.920 -3.000 -4.645
H 6.840 -2.428 -7.513
H 8.142 -1.497 -6.758
H 4.281 -2.136 -4.636
H 5.783 -1.891 -3.613
C 0.720 -3.623 -6.159
C 0.368 -2.645 -5.020
C 0.274 -1.210 -5.641
S 0.509 -1.276 -7.455
O 1.909 -1.054 -7.846
O -0.603 -0.566 -8.109
C -0.009 -3.060 -7.394
H 0.492 -4.663 -5.925
H 1.793 -3.627 -6.349
H 1.135 -2.633 -4.245
H -0.541 -2.971 -4.515
H 1.011 -0.488 -5.290
H -0.716 -0.770 -5.517
H 0.020 -3.549 -8.368
H -1.066 -2.952 -7.152
C 0.117 -0.240 1.528
C -0.629 0.860 2.397
C 0.075 2.235 2.206
F -0.473 3.159 3.019
F 1.404 2.107 2.397
F -1.847 0.965 1.977
F -0.713 0.425 3.697
O 0.341 0.083 0.144
C 1.331 -0.736 -0.461
C 1.497 -0.505 -1.975
F 2.388 -1.200 -2.608
F 0.396 -0.584 -2.663
F 2.482 -0.447 0.141
F 1.048 -2.046 -0.312
H -0.452 -1.170 1.545
H 1.031 -0.399 2.099
H -0.127 2.441 1.154
H 1.686 0.545 -2.201
C -6.900 -3.159 5.842
C -8.039 -4.156 5.639
C -8.799 -3.935 4.341
F -9.604 -4.914 3.966
F -9.584 -2.843 4.320
F -7.548 -5.425 5.486
F -8.865 -4.034 6.679
O -5.885 -3.117 4.897
C -5.512 -1.856 4.369
C -4.297 -1.966 3.231
F -4.584 -2.821 2.282
F -3.823 -0.872 2.601
F -6.607 -1.438 3.815
F -5.222 -1.081 5.402
H -6.273 -3.601 6.616
H -7.258 -2.189 6.186
H -8.125 -3.834 3.491
H -3.444 -2.370 3.776
C 0.422 -5.140 4.507
C 0.859 -3.797 3.870
C 2.033 -3.981 2.789
F 1.739 -4.717 1.768
F 2.483 -2.789 2.296
F -0.123 -3.117 3.204
F 1.446 -3.004 4.747
O -0.507 -5.086 5.616
C -1.848 -5.418 5.416
C -2.689 -5.180 6.699
F -2.558 -3.936 7.113
F -3.922 -5.459 6.625
F -2.387 -4.614 4.515
F -1.913 -6.686 5.067
H 1.358 -5.581 4.849
H 0.051 -5.751 3.684
H 2.854 -4.467 3.316
H -2.407 -5.781 7.563
*
```

As for the total energy: -202342.5047 eV. The LUMO energy (alpha / beta) comes out at -0.089 / -0.337 Ha. The calculation puts the HOMO-LUMO gap (alpha / beta) at 9.5 / 2.7 eV. The expectation value of S² is 0.761.

=====

Computed, not measured: a molecular structure, C59H43N2O2P3S2SiY, with ωB97M-V with the def2-TZVPD basis set.

ORCA input file:
```
! RIJCOSX wB97M-V def2-TZVPD def2/J DEFGRID3
* xyz -1 1
Y 0.192 0.963 -0.012
C 6.700 -1.832 -1.904
C 6.701 -0.496 -1.533
C 5.632 0.039 -0.823
C 4.552 -0.764 -0.469
C 4.560 -2.111 -0.844
C 5.625 -2.641 -1.554
P 3.044 -0.136 0.375
C 3.673 1.366 1.227
C 3.929 1.471 2.592
C 4.328 2.683 3.136
C 4.468 3.807 2.330
C 4.206 3.715 0.972
C 3.806 2.503 0.427
C 2.845 -1.421 1.682
C 3.915 -1.753 2.520
C 3.760 -2.703 3.515
C 2.536 -3.350 3.663
C 1.492 -3.059 2.801
C 1.622 -2.100 1.790
Si 0.303 -1.736 0.452
C 1.020 -2.886 -0.915
C 1.491 -4.167 -0.583
C 1.957 -5.042 -1.550
C 1.956 -4.658 -2.890
C 1.498 -3.402 -3.240
C 1.044 -2.510 -2.262
P 0.423 -0.826 -2.695
C 1.679 -0.227 -3.882
C 1.333 0.763 -4.804
C 2.305 1.371 -5.584
C 3.638 1.006 -5.445
C 3.992 0.027 -4.527
C 3.016 -0.588 -3.752
C -0.982 -1.325 -3.764
C -2.188 -1.571 -3.109
C -3.289 -2.048 -3.804
C -3.203 -2.264 -5.172
C -2.011 -2.010 -5.836
C -0.904 -1.546 -5.136
C -1.371 -2.598 0.854
C -1.932 -3.504 -0.058
C -3.241 -3.950 0.063
C -4.031 -3.504 1.113
C -3.502 -2.614 2.036
C -2.191 -2.153 1.914
P -1.461 -0.965 3.123
C -2.365 -1.478 4.649
C -3.554 -0.927 5.123
C -4.159 -1.430 6.270
C -3.590 -2.494 6.955
C -2.402 -3.049 6.494
C -1.794 -2.536 5.359
C -2.263 0.631 2.696
C -2.175 1.669 3.629
C -2.659 2.931 3.333
C -3.220 3.193 2.086
C -3.284 2.187 1.141
C -2.799 0.913 1.439
H 7.533 -2.244 -2.462
H 7.537 0.140 -1.801
H 5.650 1.082 -0.540
H 3.721 -2.747 -0.580
H 5.612 -3.686 -1.841
H 3.775 0.621 3.242
H 4.511 2.755 4.202
H 4.767 4.753 2.765
H 4.287 4.588 0.336
H 3.579 2.447 -0.631
H 4.874 -1.265 2.386
H 4.589 -2.942 4.170
H 2.407 -4.092 4.444
H 0.553 -3.599 2.895
H 1.495 -4.477 0.458
H 2.317 -6.025 -1.266
H 2.311 -5.340 -3.654
H 1.500 -3.103 -4.282
H 0.301 1.087 -4.883
H 2.025 2.157 -6.274
H 4.398 1.494 -6.044
H 5.031 -0.256 -4.401
H 3.304 -1.343 -3.036
H -2.260 -1.383 -2.043
H -4.219 -2.233 -3.279
H -4.066 -2.621 -5.723
H -1.940 -2.169 -6.906
H 0.020 -1.349 -5.666
H -1.330 -3.859 -0.888
H -3.647 -4.645 -0.664
H -5.054 -3.847 1.215
H -4.119 -2.276 2.860
H -4.019 -0.105 4.593
H -5.085 -0.991 6.623
H -4.067 -2.886 7.845
H -1.946 -3.876 7.025
H -0.856 -2.959 5.010
H -1.720 1.477 4.595
H -2.589 3.721 4.071
H -3.576 4.186 1.845
H -3.687 2.390 0.157
H -2.905 0.117 0.707
S -1.659 1.682 -1.855
C -0.380 2.644 -2.529
S 1.240 2.457 -1.940
C -0.638 3.505 -3.589
C 0.408 4.251 -4.217
N 1.240 4.865 -4.729
C -1.956 3.669 -4.119
N -3.009 3.813 -4.568
O 0.870 1.313 2.298
C 0.545 2.528 2.175
O 0.023 2.991 1.127
H 0.734 3.210 3.017
*
```

As for the total energy: -127421.1520 eV. The LUMO energy comes out at 0.083 Ha. The calculation puts the HOMO-LUMO gap at 6.9 eV.